Entry 1:
Formula: C2H3N2O2S
Source: OMol25
Level of theory: wB97M-V/def2-TZVPD

```
! RIJCOSX wB97M-V def2-TZVPD def2/J DEFGRID3
* xyz -1 1
O 0.801 -1.098 -2.103
H 1.773 -1.273 -2.200
H 0.527 0.461 1.205
C 0.406 -0.649 -0.950
H -1.737 -0.287 -0.540
O -1.394 1.902 2.238
N -0.580 0.267 0.965
N -1.573 1.043 1.319
S 2.428 -0.109 0.373
C -0.652 -0.256 -0.308
*
```

Output
largest force on an atom = 6.2 eV Å⁻¹
gap between HOMO and LUMO = 7.21 eV
total energy = -20029.159 eV
LUMO level = 3.57 eV

---

Entry 2:
Formula: C5H10O2
Source: OMol25
Level of theory: wB97M-V/def2-TZVPD

```
! RIJCOSX wB97M-V def2-TZVPD def2/J DEFGRID3
* xyz 0 1
H -1.910 2.251 -1.304
H -2.746 1.381 0.816
H 0.162 -2.367 1.406
H 1.937 -0.825 1.737
H -1.924 -0.200 0.539
O -0.852 0.605 -1.714
H -1.002 1.197 1.102
C -1.518 1.276 -0.954
H 1.619 -0.107 -1.277
H -0.308 -1.075 -1.060
C 1.448 -0.817 0.766
H 3.090 0.042 -0.311
C 0.441 -1.681 0.609
O -0.354 -1.857 -0.476
C 1.997 0.119 -0.274
C -1.838 0.887 0.460
H 1.758 1.170 -0.064
*
```

Output
largest force on an atom = 0.5 eV Å⁻¹
gap between HOMO and LUMO = 9.35 eV
total energy = -9441.131 eV
LUMO level = 0.87 eV
SMILES = C/C=C\O.CC=O

---

- gap between HOMO and LUMO of number 1 (C2H3N2O2S)?
  7.21 eV